## i
{
  "formula": "C9H14",
  "method": "the ωB97M-V functional and the def2-TZVPD basis",
  "lumo_ev": 1.010,
  "multiplicity": 1,
  "e_homo_ev": -8.733,
  "smiles": "Cc1ccccc1.CC",
  "symbols": ["C", "C", "C", "C", "C", "C", "C", "C", "C", "H", "H", "H", "H", "H", "H", "H", "H", "H", "H", "H", "H", "H", "H"],
  "coordinates": [[-0.127, -0.664, 2.182], [0.216, 1.510, 1.069], [2.900, -0.897, 0.105], [1.529, -0.448, 0.484], [-2.536, 0.251, -2.525], [-0.349, 0.759, 2.047], [-1.668, 0.144, -1.254], [1.173, 0.880, 0.257], [0.754, -1.250, 1.393], [-2.038, -0.595, -0.531], [-1.735, 1.086, -0.642], [-0.075, 2.568, 0.933], [-0.635, -0.098, -1.459], [0.937, -2.330, 1.537], [1.700, 1.521, -0.505], [-1.103, 1.160, 2.716], [3.081, -1.495, -0.772], [-3.376, 1.001, -2.584], [-1.844, 0.535, -3.388], [3.334, -1.611, 0.880], [3.576, -0.022, 0.104], [-3.076, -0.701, -2.888], [-0.640, -1.304, 2.842]]
}



## ii
{
  "formula": "C9H14",
  "method": "the ωB97M-V functional and the def2-TZVPD basis",
  "lumo_ev": 1.024,
  "multiplicity": 1,
  "e_homo_ev": -8.825,
  "smiles": "Cc1ccccc1.CC",
  "symbols": ["C", "C", "C", "C", "C", "C", "C", "C", "C", "H", "H", "H", "H", "H", "H", "H", "H", "H", "H", "H", "H", "H", "H"],
  "coordinates": [[-0.706, 0.498, 1.456], [-0.486, -1.508, -0.401], [2.419, 1.466, 0.479], [-1.045, 0.793, 0.169], [-0.101, -0.724, 1.847], [-1.046, -0.280, -0.769], [-0.088, -1.718, 0.912], [1.931, 1.009, -0.926], [-1.712, -0.195, -2.115], [3.493, 1.672, 0.435], [1.808, -0.096, -0.850], [1.034, 1.423, -1.378], [-2.451, 0.557, -2.307], [-0.429, -2.280, -1.161], [0.255, -0.777, 2.875], [0.403, -2.730, 1.104], [-1.536, 1.706, -0.106], [-0.984, -0.274, -2.917], [-0.856, 1.253, 2.220], [1.857, 2.232, 0.958], [2.404, 0.615, 1.177], [-2.535, -0.901, -2.209], [2.736, 1.060, -1.660]]
}



## iii
{
  "formula": "C9H14",
  "method": "the ωB97M-V functional and the def2-TZVPD basis",
  "lumo_ev": 0.172,
  "multiplicity": 1,
  "e_homo_ev": -7.314,
  "symbols": ["C", "C", "C", "C", "C", "C", "C", "C", "C", "H", "H", "H", "H", "H", "H", "H", "H", "H", "H", "H", "H", "H", "H"],
  "coordinates": [[1.633, -0.506, 1.142], [0.256, 2.558, -0.338], [0.061, 1.355, -0.108], [-1.872, -0.071, 0.540], [-1.632, 0.795, -1.817], [-0.106, -0.986, -0.977], [1.201, 0.654, 1.287], [-0.888, 0.244, -0.597], [2.527, -1.627, 1.417], [0.439, -0.880, -1.913], [1.953, -2.541, 1.587], [-0.688, -1.905, -0.959], [-1.341, -0.459, 1.410], [1.063, 1.413, 2.023], [-2.407, 0.829, 0.841], [0.764, 3.468, -0.124], [0.741, -1.100, -0.158], [-0.933, 1.019, -2.621], [-2.135, 1.724, -1.548], [-2.599, -0.815, 0.213], [3.129, -1.429, 2.307], [3.199, -1.812, 0.575], [-2.365, 0.072, -2.180]]
}



## iv
{
  "formula": "C9H14",
  "method": "the ωB97M-V functional and the def2-TZVPD basis",
  "lumo_ev": 0.978,
  "multiplicity": 1,
  "e_homo_ev": -9.012,
  "smiles": "Cc1ccccc1.CC",
  "symbols": ["C", "C", "C", "C", "C", "C", "C", "C", "C", "H", "H", "H", "H", "H", "H", "H", "H", "H", "H", "H", "H", "H", "H"],
  "coordinates": [[-1.231, -0.714, 0.434], [-0.666, 0.879, 2.124], [-0.701, 1.928, 1.225], [3.274, -1.282, -1.740], [-1.723, 0.117, -1.924], [2.962, -1.618, -0.267], [-1.348, 0.345, -0.471], [-1.071, 1.662, -0.091], [-0.970, -0.435, 1.780], [-1.130, 2.450, -0.828], [2.655, -0.751, 0.323], [4.355, -1.136, -1.794], [-0.839, -1.263, 2.461], [2.192, -2.375, -0.133], [2.711, -0.414, -2.061], [-2.472, -0.648, -2.127], [-0.875, -0.186, -2.539], [-0.317, 1.009, 3.144], [3.889, -1.914, 0.228], [-1.246, -1.712, 0.013], [-0.291, 2.897, 1.473], [3.128, -2.137, -2.398], [-2.129, 1.064, -2.276]]
}



The structure with the least stability is iii.



## i
{
  "formula": "C9H14",
  "method": "the ωB97M-V functional and the def2-TZVPD basis",
  "lumo_ev": 0.972,
  "multiplicity": 1,
  "e_homo_ev": -8.935,
  "smiles": "Cc1ccccc1.CC",
  "symbols": ["C", "C", "C", "C", "C", "C", "C", "C", "C", "H", "H", "H", "H", "H", "H", "H", "H", "H", "H", "H", "H", "H", "H"],
  "coordinates": [[1.337, 0.341, 3.325], [-0.585, -1.059, -1.872], [1.316, 1.381, 2.167], [-0.289, 1.327, -1.365], [-0.262, -2.234, -2.708], [-1.478, -1.108, -0.782], [0.037, 0.176, -2.043], [-1.662, -0.027, 0.064], [-1.133, 1.260, -0.258], [1.268, 2.450, 2.391], [-1.135, 2.038, 0.480], [0.666, 1.061, 1.336], [-0.399, -2.167, -3.800], [-2.236, 0.021, 1.017], [2.285, 1.460, 1.700], [0.860, -2.466, -2.700], [0.004, 2.309, -1.705], [-0.775, -3.106, -2.308], [-2.191, -1.901, -0.526], [0.486, 0.438, 3.982], [2.339, 0.185, 3.712], [1.105, -0.648, 2.946], [0.444, 0.267, -3.051]]
}



## ii
{
  "formula": "C9H14",
  "method": "the ωB97M-V functional and the def2-TZVPD basis",
  "lumo_ev": 1.015,
  "multiplicity": 1,
  "e_homo_ev": -8.977,
  "smiles": "Cc1ccccc1.CC",
  "symbols": ["C", "C", "C", "C", "C", "C", "C", "C", "C", "H", "H", "H", "H", "H", "H", "H", "H", "H", "H", "H", "H", "H", "H"],
  "coordinates": [[-2.269, 1.065, 0.856], [-0.831, -2.458, 0.872], [-1.753, -1.416, 0.929], [1.448, 2.652, -1.893], [0.018, 0.126, 0.528], [-1.346, -0.108, 0.701], [2.647, 1.761, -2.133], [0.505, -2.242, 0.650], [0.926, -0.902, 0.514], [1.983, -0.708, 0.460], [-3.245, 0.887, 1.287], [-1.706, 1.796, 1.462], [-2.773, -1.560, 1.240], [2.402, 0.774, -2.523], [-2.297, 1.608, -0.080], [0.608, 2.150, -1.403], [1.002, 2.947, -2.844], [-1.220, -3.455, 1.009], [1.300, -2.955, 0.481], [3.245, 1.636, -1.241], [1.651, 3.519, -1.277], [0.368, 1.150, 0.554], [3.344, 2.186, -2.852]]
}



The structure with the least stability is i.